{"formula": "C4H7NS", "method": "the ωB97M-V functional and the def2-TZVPD basis", "orbital_gap_ev": 8.5, "elements": ["C", "C", "C", "C", "H", "H", "H", "H", "H", "H", "H", "N", "S"], "xyz": [[-0.905, -0.082, 0.439], [0.340, -0.104, -0.353], [1.345, 1.028, 0.049], [1.523, -1.014, 0.037], [-0.769, -0.194, 1.554], [0.090, -0.174, -1.437], [1.365, 1.967, -0.504], [1.198, 1.234, 1.116], [3.257, 0.133, 0.405], [1.247, -1.250, 1.110], [1.710, -1.926, -0.564], [2.405, 0.114, -0.156], [-2.422, 0.028, -0.102]], "lowdin_charge": [-0.676, -0.359, -0.192, -0.185, 0.071, 0.139, 0.114, 0.112, 0.115, 0.122, 0.119, -0.065, 0.683]}

=====

{"formula": "C4H7NS2", "method": "the ωB97M-V functional and the def2-TZVPD basis", "orbital_gap_ev": 9.3, "elements": ["C", "C", "C", "C", "H", "H", "H", "H", "H", "H", "H", "N", "S", "S"], "xyz": [[2.026, -0.786, 1.005], [0.099, 0.534, -0.714], [-2.300, -0.553, -0.321], [0.848, 1.825, -0.425], [2.407, 0.262, 1.051], [2.528, -1.678, 1.272], [1.013, -0.572, 1.700], [-0.416, 0.651, -1.720], [-1.447, -1.105, -1.396], [-3.500, 0.103, -0.868], [-2.611, -1.413, 0.827], [1.234, 2.883, -0.115], [1.337, -0.791, -0.764], [-1.219, 0.641, 0.468]], "lowdin_charge": [-0.333, -0.997, -0.529, -0.367, 0.021, 0.008, 0.079, 0.087, 0.141, 0.138, 0.137, 0.152, 0.758, 0.705]}

=====

{"formula": "C4H7NS2", "method": "the ωB97M-V functional and the def2-TZVPD basis", "smiles": "Cc1nccs1.S", "orbital_gap_ev": 9.8, "elements": ["C", "C", "N", "C", "C", "S", "H", "H", "H", "H", "H", "S", "H", "H"], "xyz": [[1.219, -0.732, 1.220], [0.560, 0.227, 0.288], [0.697, 1.462, 0.747], [0.180, 2.384, -0.232], [-0.101, 1.725, -1.424], [-0.019, 0.003, -1.260], [1.156, -1.788, 1.167], [0.980, -0.544, 2.305], [2.289, -0.576, 0.971], [0.238, 3.453, -0.077], [-0.265, 1.879, -2.403], [-3.010, -2.992, -0.311], [-2.273, -2.135, 0.360], [-2.077, -2.831, -1.350]], "lowdin_charge": [-0.101, -0.741, 0.023, -0.159, -0.381, 1.035, 0.047, 0.100, 0.091, 0.095, -0.003, 0.456, -0.279, -0.183]}

=====

{"formula": "C4H7NS3", "method": "the ωB97M-V functional and the def2-TZVPD basis", "orbital_gap_ev": 8.2, "elements": ["C", "C", "C", "C", "H", "H", "H", "H", "H", "H", "H", "N", "S", "S", "S"], "xyz": [[-3.473, -0.912, 0.022], [-1.219, 0.910, -0.172], [2.272, -0.472, 0.030], [3.352, 0.484, -0.185], [-3.924, -1.003, 1.293], [-4.311, -0.186, -0.508], [-3.597, -1.986, -0.162], [2.468, -1.604, 0.446], [4.342, 0.126, -0.186], [3.112, 0.976, -1.197], [3.265, 1.069, 0.843], [1.048, -0.185, 0.198], [-1.633, -0.829, -0.288], [-2.249, 2.258, -0.016], [0.545, 1.354, -0.118]], "lowdin_charge": [-0.459, -1.364, -0.374, -0.125, 0.136, 0.086, -0.025, 0.160, 0.045, 0.106, 0.132, -0.410, 0.771, 0.501, 0.821]}

=====

{"formula": "C4H7NaO2", "method": "the ωB97M-V functional and the def2-TZVPD basis", "total_charge": -1, "orbital_gap_ev": [3.4, 5.8], "spin_multiplicity": 2, "s2": 0.75, "elements": ["O", "C", "C", "C", "C", "O", "Na", "H", "H", "H", "H", "H", "H", "H"], "xyz": [[2.189, -0.116, -1.105], [2.008, 0.006, 0.291], [0.631, -0.566, 0.663], [-0.411, -0.187, -0.373], [-1.644, 0.231, 0.111], [-2.734, 0.377, -0.545], [-5.099, 1.377, -1.065], [-0.383, 0.013, -1.455], [2.025, 1.074, 0.589], [2.805, -0.574, 0.787], [0.379, -0.220, 1.678], [0.737, -1.663, 0.725], [1.150, -0.368, -1.456], [-1.651, 0.615, 1.155]], "mulliken_spin": [0.000, 0.000, -0.001, 0.038, -0.061, 0.081, 0.957, 0.002, 0.000, 0.000, 0.000, 0.000, 0.000, -0.015]}

=====

{"formula": "C4H7NiO2", "method": "the ωB97M-V functional and the def2-TZVPD basis", "total_charge": 1, "orbital_gap_ev": [9.2, 7.9], "spin_multiplicity": 3, "s2": 2.00, "elements": ["C", "C", "C", "O", "Ni", "H", "H", "H", "H", "O", "C", "H", "H", "H"], "xyz": [[0.493, -0.781, 1.077], [-0.252, 0.144, 0.438], [0.116, 0.530, -0.893], [-0.451, 1.444, -1.507], [-0.471, 2.187, -3.060], [1.332, -1.255, 0.554], [-1.117, 0.622, 0.901], [0.973, 0.012, -1.361], [-0.533, 2.474, -4.657], [0.578, -2.574, 2.690], [0.282, -1.214, 2.491], [-0.736, -0.959, 2.825], [-0.103, -3.115, 2.280], [0.984, -0.638, 3.116]], "mulliken_spin": [0.005, 0.008, -0.026, 0.076, 1.901, -0.001, 0.001, -0.003, 0.039, 0.000, 0.000, 0.000, 0.000, 0.001]}

=====

{"formula": "C4H7O2Pb", "method": "the ωB97M-V functional and the def2-TZVPD basis", "total_charge": 1, "orbital_gap_ev": [5.7, 5.7], "elements": ["O", "C", "C", "H", "H", "H", "Pb", "C", "C", "O", "H", "H", "H", "H"], "xyz": [[-2.118, 1.095, -0.030], [-2.616, -0.108, 0.035], [-1.890, -1.259, -0.177], [-2.189, -2.136, 0.402], [-3.715, -0.160, -0.042], [-1.547, -1.428, -1.206], [-0.269, 1.797, -0.230], [0.956, -0.174, -0.261], [2.122, 0.334, -0.824], [2.800, 1.318, -0.222], [0.733, -0.493, -1.418], [2.534, -0.029, -1.769], [1.008, -0.433, 0.802], [3.152, 1.972, -0.838]], "lowdin_charge": [-0.424, -0.346, -0.045, 0.054, 0.135, 0.068, 1.514, -0.247, -0.292, 0.030, 0.140, 0.149, 0.122, 0.141]}

=====

{"formula": "C4H7O2S", "method": "the ωB97M-V functional and the def2-TZVPD basis", "total_charge": -1, "smiles": "CC(C)SC(=O)[O-]", "orbital_gap_ev": 7.7, "elements": ["C", "C", "C", "S", "C", "O", "O", "H", "H", "H", "H", "H", "H", "H"], "xyz": [[1.152, -0.526, 1.258], [0.292, 0.003, 0.058], [0.884, 0.239, -1.288], [-1.145, -1.062, -0.055], [-2.630, 0.296, 0.074], [-2.190, 1.367, 0.298], [-3.654, -0.262, -0.150], [1.397, -1.678, 1.045], [2.114, 0.074, 1.143], [0.493, -0.436, 2.236], [0.021, 1.059, 0.263], [1.636, -0.581, -1.494], [1.510, 1.124, -1.409], [0.119, 0.383, -1.978]], "lowdin_charge": [-0.186, -0.833, -0.190, 0.766, -0.973, -0.031, -0.056, 0.082, 0.062, 0.093, 0.087, 0.084, 0.059, 0.035]}

=====

{"formula": "C4H7O3Pr", "method": "the ωB97M-V functional and the def2-TZVPD basis", "total_charge": 3, "orbital_gap_ev": [5.6, 8.7], "spin_multiplicity": 4, "s2": 3.75, "elements": ["C", "C", "H", "H", "H", "H", "H", "O", "Pr", "O", "C", "O", "C", "H", "H"], "xyz": [[1.024, -0.101, -2.431], [1.184, 1.262, -3.044], [0.720, -0.865, -3.152], [1.934, -0.464, -1.945], [0.330, 1.503, -3.689], [2.097, 1.249, -3.654], [1.277, 2.043, -2.280], [-1.094, -0.670, 0.352], [-2.752, -0.093, -1.123], [-0.051, -0.054, -1.418], [0.002, -0.488, -0.166], [1.574, -0.550, 0.816], [2.776, -0.113, 0.617], [3.594, -0.738, 0.990], [2.917, 0.866, 0.140]], "mulliken_spin": [0.000, 0.001, -0.001, 0.000, 0.000, 0.000, 0.000, -0.006, 2.975, 0.011, 0.018, 0.000, 0.002, 0.000, 0.000]}

=====

{"formula": "C4H7O3Sc", "method": "the ωB97M-V functional and the def2-TZVPD basis", "total_charge": 1, "orbital_gap_ev": [7.1, 7.1], "spin_multiplicity": 2, "s2": 0.75, "elements": ["H", "O", "C", "O", "Sc", "O", "C", "H", "C", "H", "H", "C", "H", "H", "H"], "xyz": [[2.030, -1.750, -1.229], [-0.081, 0.651, -0.545], [1.180, 0.378, -0.349], [1.997, 1.261, -0.647], [3.860, 0.685, 0.397], [2.296, -0.682, 0.704], [1.556, -1.333, -0.321], [0.769, -1.899, 0.216], [-1.134, -0.044, 0.163], [-1.330, -0.991, -0.353], [-0.777, -0.271, 1.176], [-2.354, 0.841, 0.189], [-2.199, 1.713, 0.836], [-2.616, 1.180, -0.821], [-3.197, 0.260, 0.585]], "mulliken_spin": [0.003, -0.002, -0.037, -0.015, 1.098, -0.047, -0.001, 0.005, -0.003, 0.000, 0.000, 0.000, 0.000, 0.000, 0.000]}

=====

{"formula": "C4H7O4", "method": "the ωB97M-V functional and the def2-TZVPD basis", "orbital_gap_ev": [9.7, 8.2], "spin_multiplicity": 4, "s2": 3.77, "elements": ["O", "O", "C", "C", "C", "O", "C", "O", "H", "H", "H", "H", "H", "H", "H"], "xyz": [[-2.319, -0.141, -0.778], [-3.416, 0.378, -0.437], [0.874, -1.398, -0.571], [0.345, -0.067, -0.270], [-0.106, 0.247, 1.112], [0.876, 0.982, 1.827], [0.493, 1.013, -1.184], [0.071, 2.150, -0.980], [1.330, -1.390, -1.573], [1.637, -1.680, 0.177], [0.089, -2.174, -0.552], [-1.063, 0.781, 1.167], [-0.294, -0.744, 1.553], [0.459, 1.325, 2.632], [1.026, 0.719, -2.122]], "mulliken_spin": [0.967, 1.033, 0.021, 0.525, 0.040, 0.018, 0.005, 0.296, 0.002, 0.034, 0.037, 0.017, 0.006, 0.000, -0.001]}

=====

{"formula": "C4H7OP", "method": "the ωB97M-V functional and the def2-TZVPD basis", "orbital_gap_ev": [8.0, 8.7], "elements": ["C", "C", "C", "C", "O", "P", "H", "H", "H", "H", "H", "H", "H"], "xyz": [[-0.058, -1.078, 0.671], [-0.641, -1.514, -0.431], [0.089, 0.398, 0.849], [-0.525, 1.102, -0.324], [-2.339, 0.125, -2.003], [-1.000, -0.222, -1.481], [0.566, -1.616, 1.384], [-0.755, -2.554, -0.602], [-0.397, 0.646, 1.691], [1.223, 0.664, 0.980], [-1.316, 1.668, -0.056], [0.255, 1.693, -0.716], [0.906, -0.460, -3.033]], "lowdin_charge": [-0.141, -0.245, -0.244, -0.262, -0.379, 0.682, 0.120, 0.074, 0.069, 0.160, 0.058, 0.072, 0.035]}